(1)
22
Properties=species:S:1:pos:R:3:forces:R:3 method="wB97M-V/def2-TZVPD" homo_lumo_gap_ha=0.36285 total_energy_ev=-13594.3006 smiles="CC1=CCCCOC1=O.O" charge=0 multiplicity=1 relative_energy_kcal_mol=40.90
C -2.44154 0.84941 1.00770 -0.2 0.9 0.3
C -0.98372 0.63699 0.68205 -0.9 0.2 0.5
C -0.08255 0.45691 1.67212 -0.9 -0.2 -0.6
C 1.22653 -0.27328 1.69014 0.6 0.6 0.1
C 1.79760 -0.65629 0.32876 -2.3 -1.2 -0.6
C 1.70018 0.47354 -0.65191 -1.4 1.1 -0.7
O 0.32099 0.50809 -1.37262 2.5 1.4 -0.7
C -0.81059 0.24349 -0.75797 2.6 -5.3 2.1
O -1.31586 -0.83822 -1.09918 -1.6 2.3 -0.2
H -2.54976 1.17084 2.05064 -0.1 -0.1 -0.2
H -2.87801 1.62479 0.36376 0.0 -0.2 0.2
H -3.03147 -0.06600 0.87015 0.4 0.1 -0.1
H -0.43721 0.72483 2.67203 0.0 -0.2 -0.3
H 1.94136 0.36914 2.22994 0.0 -0.2 -0.1
H 1.10430 -1.17837 2.30580 0.0 0.3 -0.1
H 2.83781 -0.98947 0.43150 -0.4 -0.3 -0.3
H 1.04945 -1.45612 -0.11210 2.0 0.9 0.8
H 1.78996 1.46235 -0.18004 0.2 -0.3 -0.2
H 2.40122 0.36727 -1.48469 -0.4 0.1 0.1
O -0.73589 -1.36792 -3.81476 0.0 0.0 0.0
H 0.08164 -0.87796 -3.94054 0.0 0.0 0.0
H -0.98445 -1.18401 -2.89078 0.1 -0.1 -0.2

---

(2)
113
Properties=species:S:1:pos:R:3:forces:R:3 method="wB97M-V/def2-TZVPD" homo_lumo_gap_ha=0.21108 total_energy_ev=-100095.5675 charge=0 multiplicity=1 relative_energy_kcal_mol=24.18
Rb -0.54174 0.43835 -0.23479 0.0 0.5 0.8
C -1.67860 -3.57132 2.07720 0.0 0.0 0.0
N -1.68305 -2.15260 2.36632 0.0 0.0 0.0
C -1.23742 -1.91933 3.72428 0.1 0.0 0.0
C -2.99927 -1.54484 2.16772 0.0 0.0 0.0
C -3.68025 -1.90175 0.85666 0.0 0.0 0.0
N -2.86452 -1.51357 -0.27264 0.0 -0.1 -0.1
C -3.32271 -1.75010 -1.49224 0.0 0.0 0.0
C -2.51137 -1.36145 -2.59730 0.0 -0.1 0.1
F -1.31693 -0.79010 -2.28612 0.0 -0.2 -0.6
C -2.82171 -1.52810 -3.91183 -0.1 -0.1 0.0
F -1.93948 -1.09091 -4.83931 0.1 0.1 -0.1
C -4.00058 -2.13645 -4.31699 0.0 0.0 -0.1
C -4.82480 -2.54426 -3.28169 0.1 0.1 0.0
F -5.99429 -3.13450 -3.58741 -0.2 -0.1 -0.1
C -4.52643 -2.37410 -1.94709 0.1 0.1 -0.1
F -5.44234 -2.82568 -1.05528 -0.1 0.0 0.1
H -2.39641 -4.13598 2.69925 0.0 0.0 0.0
H -0.68054 -3.97185 2.27231 0.0 0.0 0.0
H -1.92168 -3.73990 1.02835 0.0 0.0 0.0
H -1.91029 -2.37682 4.47258 0.0 0.0 0.0
H -1.18274 -0.84792 3.93073 0.0 0.0 0.0
H -0.24452 -2.35686 3.87595 0.0 0.0 0.0
H -2.87804 -0.45710 2.22962 0.0 0.0 0.0
H -3.67581 -1.84052 2.99229 0.0 0.0 0.0
H -4.65183 -1.39104 0.87485 0.0 0.0 0.0
H -3.92473 -2.97310 0.86996 0.0 0.0 0.0
H -4.26102 -2.27901 -5.35564 0.0 0.0 0.1
N 1.33659 -0.00106 2.26692 -0.1 0.1 0.1
C 1.55667 1.41437 2.55324 -0.1 0.0 0.0
C 2.63874 1.70406 3.60284 0.0 0.0 0.0
C 2.97584 3.18406 3.80593 0.0 0.0 -0.1
C 1.92881 4.03549 4.51760 0.0 -0.1 0.0
N 1.67024 3.57928 5.88000 -0.1 0.1 0.0
C 0.41909 3.64872 6.43401 0.0 -0.1 0.0
N 0.41232 3.69590 7.82029 0.0 0.0 -0.1
N -0.63560 3.67408 5.69426 0.0 0.1 0.2
C 0.21993 2.00932 2.97183 0.0 -0.1 0.2
O -0.15874 1.57278 4.17863 0.2 -0.3 -0.4
O -0.40491 2.80487 2.31225 0.0 -0.1 0.0
H 0.96108 -0.48329 3.07479 0.0 0.0 0.1
H 2.20315 -0.44867 1.99316 0.0 0.0 -0.1
H 1.81737 1.90314 1.61224 0.0 0.0 0.0
H 3.54415 1.19006 3.26817 0.0 0.0 0.0
H 2.34400 1.24321 4.54725 0.0 0.0 0.0
H 3.16918 3.65066 2.83365 0.0 0.0 0.0
H 3.92026 3.25919 4.35479 0.0 0.0 0.0
H 0.98052 4.04495 3.99408 -0.1 0.0 0.0
H 2.26402 5.07695 4.53547 0.1 0.0 0.0
H 2.43109 3.71490 6.52342 0.0 0.0 0.0
H 1.21942 3.31506 8.28666 0.0 0.0 0.0
H -0.45078 3.40383 8.24591 -0.1 0.0 0.0
H -0.69019 2.27508 4.64138 0.0 0.2 -0.1
H -1.47775 3.73216 6.25232 -0.1 0.1 0.1
C 2.62043 5.33864 0.46350 0.0 0.0 0.0
C 3.68108 5.18045 -0.41411 0.0 0.0 0.0
C 3.65477 4.13198 -1.31938 0.0 0.0 0.0
C 2.56510 3.26313 -1.31486 0.0 0.0 0.0
N 1.54191 3.41775 -0.46792 0.1 0.1 0.1
C 1.57319 4.43237 0.39608 -0.1 -0.1 0.0
C 2.45596 2.13240 -2.29006 -0.1 0.0 0.2
C 3.57265 1.56132 -2.88784 0.0 0.0 0.0
C 3.38604 0.53988 -3.80677 0.0 0.0 0.0
C 2.09929 0.12674 -4.09574 0.0 0.0 0.0
C 1.04643 0.73270 -3.42445 0.0 0.1 0.1
N 1.21388 1.70884 -2.53209 0.0 -0.2 -0.3
H 2.59292 6.14844 1.18145 0.0 0.0 0.0
H 4.51491 5.87202 -0.40498 0.0 0.0 0.0
H 4.45507 4.00328 -2.03603 0.0 0.0 0.0
H 0.71850 4.50125 1.06464 0.1 0.0 -0.1
H 4.56948 1.88845 -2.62261 0.0 0.0 0.0
H 4.23866 0.07254 -4.28247 0.0 0.0 0.0
H 1.89568 -0.66273 -4.80753 0.0 0.0 0.0
H 0.02659 0.41054 -3.60451 0.0 0.1 0.0
O 2.05971 -1.21068 -0.70109 -0.1 -0.1 0.1
S 1.23003 -2.41112 -0.33994 0.0 0.3 0.0
C 2.39294 -3.64247 0.24498 0.0 -0.1 0.0
C 3.72615 -3.29219 0.35445 0.0 0.0 0.0
C 4.62814 -4.23173 0.84182 0.0 0.0 0.0
C 4.18838 -5.49190 1.21798 0.0 0.0 0.0
C 2.84228 -5.82575 1.10955 0.0 0.0 0.0
C 1.93516 -4.89833 0.62521 0.0 0.0 0.0
C 0.75199 -3.20067 -1.86763 0.2 -0.1 0.0
C -0.53095 -3.70576 -1.97622 -0.1 0.0 0.0
C -0.91985 -4.30112 -3.17202 0.0 0.1 0.0
C -0.03023 -4.36515 -4.23149 0.0 0.0 0.0
C 1.25622 -3.84027 -4.10916 0.0 0.0 0.0
C 1.65613 -3.25330 -2.92229 0.0 0.0 0.0
H 4.03216 -2.29727 0.05003 0.0 -0.1 0.0
H 5.67714 -3.97740 0.92841 0.0 0.0 0.0
H 4.89390 -6.21953 1.59975 0.0 0.0 0.0
H 2.49999 -6.81089 1.40161 0.0 0.0 0.0
H 0.88340 -5.15076 0.52769 0.1 0.0 0.0
H -1.24175 -3.57236 -1.16556 0.1 0.0 0.0
H -1.93386 -4.66630 -3.28349 0.0 0.0 0.0
H -0.34346 -4.80950 -5.16856 0.0 0.0 0.0
H 1.94357 -3.89268 -4.94601 0.0 0.0 0.0
H 2.64415 -2.82042 -2.80405 -0.1 0.0 0.0
C -5.75347 1.02607 -3.86311 0.0 0.0 0.1
C -4.55481 1.51962 -4.66734 0.1 0.0 0.0
C -3.50428 2.13606 -3.78872 0.0 -0.2 0.2
N -3.13468 1.63255 -2.66425 0.1 0.2 0.0
N -2.12735 2.33269 -2.04396 0.0 0.0 -0.1
C -1.74918 3.37360 -2.72008 0.1 0.0 0.2
N -0.77604 4.24303 -2.27237 -0.2 -0.2 -0.2
S -2.62816 3.58481 -4.19438 0.0 0.1 -0.2
H -6.48343 0.54662 -4.51745 0.0 0.0 0.0
H -6.24136 1.85302 -3.34246 0.0 0.0 0.0
H -5.42878 0.29720 -3.11944 0.0 0.0 0.0
H -4.85608 2.23743 -5.43291 0.0 0.0 0.0
H -4.09637 0.67659 -5.19104 0.0 0.0 0.0
H -0.12746 3.77087 -1.64742 -0.1 0.0 0.1
H -0.28383 4.72908 -3.00427 0.0 0.0 -0.1

---

(3)
78
Properties=species:S:1:pos:R:3:forces:R:3 method="wB97M-V/def2-TZVPD" homo_lumo_gap_ha="0.16569 / 0.14572" s_squared=3.75 total_energy_ev=-78281.3493 charge=-1 multiplicity=4
Ti 0.74351 2.83471 -0.67946 -0.7 1.0 -0.7
S -0.53607 5.11617 -3.81752 0.0 1.5 -2.7
O -0.32434 4.35417 -5.03948 0.6 -1.4 -1.3
O -1.26868 6.33623 -4.14474 -0.1 1.4 0.1
O -1.35905 4.35923 -2.91474 -1.8 -3.0 3.8
O 0.76411 5.39045 -3.20243 2.0 0.2 1.7
C -5.71547 -0.38568 -0.36431 -0.2 0.2 0.9
O -5.30651 0.40942 0.78960 0.8 -0.5 -1.1
C -4.07151 1.11533 0.43710 -1.3 -0.5 -1.2
C -3.60182 2.01789 1.53686 0.8 -0.4 -0.6
N -2.43844 2.88379 1.16990 -1.6 -1.5 -0.5
C -2.40745 3.90734 2.13962 2.7 1.2 1.1
C -1.32566 4.92160 1.72251 -1.0 2.3 -0.4
O -0.05084 4.46363 1.40948 1.8 -2.5 0.5
C 1.06364 5.31077 1.63632 0.1 1.0 -1.0
H -5.96704 0.23887 -1.22148 0.0 0.2 0.0
H -6.57802 -0.99287 -0.08964 -0.2 0.4 0.3
H -4.99720 -1.13392 -0.69946 0.7 0.2 0.2
H -4.35219 1.71780 -0.42680 0.3 0.3 -0.3
H -3.35332 0.37607 0.08239 0.4 0.0 0.3
H -3.24248 1.37448 2.33998 -0.5 0.4 0.6
H -4.44390 2.67893 1.74189 -0.2 -0.2 0.8
H -2.66886 3.33576 0.29656 0.0 0.0 -0.6
H -2.10425 3.53413 3.11783 0.2 -0.6 0.1
H -3.34561 4.39681 2.40111 -0.3 0.5 -0.6
H -1.21541 5.72328 2.45275 -0.2 -0.1 0.5
H -1.59318 5.45469 0.81018 -0.9 0.1 -0.2
H 1.97266 4.78797 1.33885 -0.2 -0.2 -0.1
H 1.27139 5.75696 2.60887 -0.8 -0.6 0.7
H 0.96906 6.18166 0.98772 0.1 0.1 -0.3
C 4.36499 0.61772 -0.59342 1.8 -0.1 1.1
O 3.43912 1.04492 -1.46882 -2.8 0.5 -1.2
C 3.77966 1.49319 -2.77417 0.9 -1.6 0.1
C 3.26489 0.43430 -3.78612 -0.1 2.1 0.4
N 1.82498 0.43105 -3.71938 -0.6 -0.5 -0.7
C 1.28195 -0.43537 -4.76428 -0.9 -0.9 0.3
C -0.20825 -0.74141 -4.38404 2.3 -0.4 -1.3
O -0.72387 -1.67767 -5.34970 -1.0 0.2 1.9
C -2.08273 -1.96038 -4.98276 -0.6 1.0 -1.5
H 4.99903 1.47716 -0.37560 0.4 0.0 0.8
H 5.03892 -0.18745 -0.88604 0.1 -0.3 -0.8
H 3.87320 0.19291 0.28167 -0.1 0.5 0.2
H 4.86247 1.56139 -2.87900 0.3 0.0 0.1
H 3.41448 2.51076 -2.91309 -0.5 -0.2 -0.3
H 3.65645 -0.56652 -3.60413 0.2 0.1 0.1
H 3.55192 0.82532 -4.76224 0.6 -0.4 -0.4
H 1.52369 1.32324 -4.08451 -0.1 0.8 0.5
H 1.80234 -1.39238 -4.80195 0.1 -0.3 0.5
H 1.49213 -0.05519 -5.76399 -0.6 0.5 -0.2
H -0.79398 0.17338 -4.29383 -0.2 0.0 -0.2
H -0.06007 -1.21945 -3.41571 -0.6 -0.1 0.3
H -2.49746 -2.63365 -5.73296 0.2 -0.3 0.2
H -2.66881 -1.04645 -5.07958 0.0 0.4 -0.4
H -2.39069 -2.23817 -3.97474 1.1 -0.7 0.4
C 1.24019 -7.68913 2.95560 0.1 0.5 0.4
O 1.26163 -6.44102 2.26738 -2.4 -2.3 0.8
C 2.47193 -5.83041 2.18120 -0.6 1.7 -1.5
C 2.09073 -4.33460 1.80707 2.1 -0.9 0.7
N 1.58494 -3.53208 2.92950 0.1 -0.4 -1.3
C 0.94374 -2.28278 2.48346 0.9 0.5 1.1
C 0.61489 -1.46130 3.76849 -0.2 0.1 -0.5
O -0.48385 -2.07251 4.41248 -0.5 -1.5 -1.6
C -0.85228 -1.63741 5.64870 0.2 1.7 1.5
H 0.31966 -8.22330 2.72025 0.1 0.1 -0.1
H 1.29739 -7.51866 4.03067 -0.3 0.2 0.3
H 2.10736 -8.32756 2.78670 0.1 0.0 -0.7
H 2.95771 -6.21412 1.28405 0.6 -0.1 -0.1
H 3.08071 -6.08414 3.04902 0.3 0.9 0.3
H 1.46354 -4.27961 0.91729 -0.5 -0.6 0.0
H 3.06422 -4.05530 1.40407 0.2 1.3 0.4
H 0.84732 -4.10481 3.31420 -0.2 0.0 0.4
H 0.13513 -2.39077 1.76056 -1.0 -0.4 0.6
H 1.58759 -1.71531 1.81151 0.9 0.2 0.6
H 0.47186 -0.41241 3.50877 -0.8 0.3 -0.2
H 1.41013 -1.37306 4.50869 0.7 -0.7 -0.3
H -0.01609 -1.59230 6.34645 0.5 0.1 0.1
H -1.60245 -2.19705 6.20739 -0.1 -0.7 -0.9
H -1.25766 -0.62755 5.58575 -0.1 0.4 0.1